{"formula": "C15H17IN4O2S3Sm", "method": "ωB97M-V/def2-TZVPD", "spin_multiplicity": 6, "relative_energy_kj_mol": 231.1, "total_charge": -1, "orbital_gap_ha": [0.223, 0.223], "species": ["Sm", "O", "N", "C", "C", "C", "C", "C", "S", "H", "H", "H", "H", "S", "C", "C", "N", "C", "S", "C", "N", "N", "C", "O", "C", "I", "H", "H", "H", "H", "C", "C", "C", "C", "H", "H", "H", "H", "H", "H", "H", "H", "H"], "coordinates": [[0.192, 0.391, -0.971], [0.735, 0.847, 1.198], [1.860, 0.685, 1.845], [1.824, 0.626, 3.184], [2.956, 0.484, 3.948], [4.190, 0.404, 3.300], [4.223, 0.449, 1.931], [3.051, 0.584, 1.170], [3.106, 0.648, -0.523], [0.834, 0.712, 3.604], [2.882, 0.456, 5.024], [5.102, 0.316, 3.868], [5.153, 0.398, 1.390], [-0.875, 0.871, -3.650], [-0.418, 2.559, -3.852], [-0.243, 2.944, -5.184], [-0.063, 3.214, -6.289], [-0.186, 3.473, -2.849], [-0.201, 3.187, -1.138], [0.075, 4.806, -3.216], [0.271, 5.912, -3.466], [-3.498, 0.881, -2.035], [-3.246, 0.618, -0.759], [-2.103, 0.524, -0.306], [-4.411, 0.404, 0.177], [-5.312, -1.526, -0.166], [-2.680, 0.949, -2.694], [-4.433, 0.928, -2.403], [-5.197, 1.144, 0.049], [-4.042, 0.391, 1.199], [0.481, -4.169, 0.670], [0.410, -2.635, 0.592], [-0.687, -2.133, 1.538], [0.159, -2.146, -0.853], [0.662, -4.506, 1.692], [1.286, -4.542, 0.037], [-0.455, -4.605, 0.326], [1.378, -2.252, 0.950], [-1.646, -2.562, 1.248], [-0.766, -1.040, 1.490], [-0.485, -2.429, 2.569], [-0.802, -2.605, -1.163], [0.921, -2.650, -1.479]]}



{"formula": "C6H12N6", "method": "ωB97M-V/def2-TZVPD", "relative_energy_kj_mol": 253.2, "total_charge": 2, "orbital_gap_ha": [0.143, 0.113], "species": ["C", "C", "C", "C", "C", "C", "N", "N", "N", "N", "N", "N", "H", "H", "H", "H", "H", "H", "H", "H", "H", "H", "H", "H"], "coordinates": [[2.461, 0.267, 0.339], [0.640, -0.832, 0.287], [-1.289, -1.398, -0.714], [2.042, -1.081, 0.813], [0.801, 1.814, -0.951], [-1.639, -0.743, 0.429], [0.070, -1.457, -0.784], [-6.045, 0.648, -0.317], [-5.138, 0.099, 0.068], [1.288, 0.683, -0.132], [3.632, 0.914, 0.307], [-0.393, -0.569, 1.087], [-2.038, -1.710, -1.505], [2.483, -1.998, 0.421], [2.189, -1.363, 1.898], [1.042, 2.719, -0.488], [1.194, 1.771, -1.912], [-0.264, 1.553, -0.780], [-2.639, -0.398, 0.803], [0.532, -1.876, -1.469], [-6.935, 0.954, -0.180], [4.424, 0.581, 0.751], [3.875, 1.776, -0.066], [-0.292, -0.354, 2.095]]}



{"formula": "C14H28O21S5", "method": "ωB97M-V/def2-TZVPD", "relative_energy_kj_mol": 297.8, "orbital_gap_ha": 0.358, "smiles": "O=S1(=O)OCCO1.O=S1(=O)OCCO1.O=S1(=O)OCCO1.O=S1(=O)OCCO1.O=S1(=O)OCCO1.C1CCOC1", "species": ["C", "C", "C", "O", "C", "H", "H", "H", "H", "H", "H", "H", "H", "C", "C", "O", "S", "O", "O", "O", "H", "H", "H", "H", "C", "C", "O", "S", "O", "O", "O", "H", "H", "H", "H", "C", "C", "O", "S", "O", "O", "O", "H", "H", "H", "H", "C", "C", "O", "S", "O", "O", "O", "H", "H", "H", "H", "C", "C", "O", "S", "O", "O", "O", "H", "H", "H", "H"], "coordinates": [[0.908, 0.474, -0.695], [2.383, 0.936, -0.766], [3.192, -0.352, -0.772], [2.207, -1.304, -0.312], [1.094, -0.701, 0.269], [0.554, 0.095, -1.654], [0.259, 1.315, -0.454], [2.712, 1.597, 0.036], [2.582, 1.478, -1.691], [3.993, -0.253, -0.040], [3.564, -0.637, -1.756], [1.433, -0.462, 1.277], [0.301, -1.439, 0.147], [4.689, -5.742, 1.134], [3.613, -5.719, 2.249], [3.449, -7.056, 2.668], [3.430, -8.032, 1.309], [2.247, -7.773, 0.443], [3.897, -9.361, 1.542], [4.697, -7.104, 0.686], [5.683, -5.492, 1.503], [4.409, -5.112, 0.289], [2.690, -5.347, 1.804], [4.027, -5.099, 3.044], [-4.708, -2.757, -2.148], [-4.932, -3.586, -3.442], [-3.814, -4.452, -3.366], [-2.458, -3.673, -2.931], [-2.006, -2.757, -3.986], [-1.465, -4.608, -2.441], [-3.363, -3.007, -1.755], [-5.358, -3.090, -1.339], [-4.969, -1.725, -2.385], [-4.894, -3.093, -4.414], [-5.907, -4.072, -3.439], [-0.923, 0.252, 8.651], [0.090, 1.334, 8.293], [0.910, 0.767, 7.269], [0.379, -0.654, 6.606], [1.514, -1.530, 6.237], [-0.645, -0.477, 5.627], [-0.304, -0.918, 8.111], [-1.929, 0.345, 8.242], [-1.085, 0.103, 9.718], [0.729, 1.415, 9.172], [-0.259, 2.330, 8.019], [2.287, 6.579, -1.108], [1.917, 7.891, -1.725], [0.531, 7.714, -1.861], [-0.116, 7.168, -0.447], [-1.300, 6.303, -0.711], [-0.269, 8.219, 0.601], [1.188, 6.164, -0.244], [3.178, 6.725, -0.497], [2.487, 5.832, -1.876], [2.385, 8.145, -2.676], [2.012, 8.765, -1.081], [-3.270, 2.277, -3.709], [-2.210, 2.646, -4.741], [-2.744, 2.258, -6.014], [-4.442, 2.055, -5.873], [-4.769, 0.593, -5.924], [-5.223, 3.036, -6.668], [-4.489, 2.587, -4.329], [-3.204, 2.826, -2.770], [-3.260, 1.201, -3.539], [-1.211, 2.231, -4.603], [-2.091, 3.729, -4.765]]}



{"formula": "C33H52ClF3N6O3SSbSn", "method": "ωB97M-V/def2-TZVPD", "relative_energy_kj_mol": 33.4, "total_charge": -1, "orbital_gap_ha": 0.229, "species": ["Sn", "N", "N", "C", "O", "O", "H", "H", "H", "F", "C", "F", "F", "C", "C", "C", "C", "N", "C", "S", "H", "H", "H", "C", "C", "C", "Sb", "C", "C", "C", "C", "C", "C", "H", "H", "H", "H", "H", "H", "H", "H", "H", "H", "H", "H", "H", "H", "H", "H", "H", "H", "H", "H", "H", "C", "C", "C", "C", "C", "O", "C", "C", "C", "C", "C", "C", "Cl", "C", "C", "C", "N", "C", "N", "C", "N", "H", "H", "H", "H", "H", "H", "H", "H", "H", "H", "H", "H", "H", "H", "H", "H", "H", "H", "H", "H", "H", "H", "C", "H", "H", "H"], "coordinates": [[-1.206, 2.200, 0.225], [-2.724, -1.307, 0.183], [-1.422, -1.783, 0.438], [-0.444, -1.083, 1.126], [0.622, -1.679, 1.311], [-0.725, 0.089, 1.480], [-3.132, -0.976, 1.060], [-2.651, -0.479, -0.418], [-1.277, -2.769, 0.281], [-4.641, 6.650, -3.128], [-3.829, 6.311, -2.092], [-3.225, 7.469, -1.750], [-4.662, 5.999, -1.095], [-2.875, 5.228, -2.477], [-2.666, 4.958, -3.812], [-1.806, 3.926, -4.175], [-1.230, 3.189, -3.162], [-1.404, 3.449, -1.885], [-2.187, 4.472, -1.495], [-2.274, 4.756, 0.150], [-3.174, 5.534, -4.573], [-1.613, 3.703, -5.212], [-0.591, 2.343, -3.372], [-2.743, 2.427, 6.481], [-2.111, 3.066, 5.256], [-2.996, 4.187, 4.737], [-1.545, 1.779, 3.493], [-3.120, 0.220, 3.506], [-3.511, -0.479, 4.793], [-4.349, 0.825, 2.843], [0.177, 0.718, 4.396], [0.022, 0.197, 5.812], [1.365, 1.662, 4.316], [-2.704, 3.119, 7.327], [-2.231, 1.513, 6.771], [-3.792, 2.198, 6.297], [-1.150, 3.501, 5.551], [-3.978, 3.804, 4.462], [-2.566, 4.660, 3.855], [-3.141, 4.951, 5.503], [-2.670, -0.531, 2.856], [-3.943, 0.213, 5.508], [-2.662, -0.980, 5.250], [-4.261, -1.244, 4.574], [-4.804, 1.573, 3.493], [-5.100, 0.058, 2.637], [-4.080, 1.319, 1.906], [0.334, -0.118, 3.717], [-0.061, 1.018, 6.522], [0.904, -0.390, 6.081], [-0.845, -0.451, 5.912], [1.182, 2.560, 4.908], [1.539, 1.954, 3.284], [2.267, 1.180, 4.698], [4.513, -2.166, -1.911], [3.511, -2.745, -0.903], [4.146, -3.934, -0.170], [3.294, -1.652, 0.153], [2.165, -3.194, -1.576], [1.125, -3.388, -0.652], [2.215, -4.604, -2.239], [3.059, -4.891, -3.489], [2.530, -4.274, -4.754], [1.246, -4.568, -5.203], [0.754, -4.019, -6.371], [1.557, -3.171, -7.114], [0.959, -2.504, -8.591], [2.837, -2.862, -6.690], [3.314, -3.416, -5.516], [1.697, -2.212, -2.693], [1.315, -0.901, -2.261], [0.144, -0.498, -1.759], [0.177, 0.794, -1.522], [1.416, 1.156, -1.909], [2.129, 0.159, -2.369], [5.461, -2.002, -1.401], [4.166, -1.205, -2.282], [4.701, -2.828, -2.750], [4.958, -3.577, 0.460], [4.551, -4.668, -0.862], [3.406, -4.407, 0.471], [4.266, -1.335, 0.527], [2.710, -2.004, 0.996], [2.802, -0.775, -0.252], [1.066, -2.691, 0.056], [1.173, -4.835, -2.468], [2.511, -5.302, -1.459], [3.054, -5.979, -3.622], [4.097, -4.598, -3.337], [0.617, -5.233, -4.628], [-0.245, -4.249, -6.705], [3.454, -2.196, -7.271], [4.314, -3.169, -5.186], [0.819, -2.663, -3.162], [2.483, -2.095, -3.436], [-0.681, -1.152, -1.586], [1.770, 2.163, -1.858], [0.791, 3.129, 0.671], [1.141, 3.738, -0.161], [1.517, 2.345, 0.876], [0.701, 3.770, 1.548]]}



{"formula": "C31H50BN4O6", "method": "ωB97M-V/def2-TZVPD", "spin_multiplicity": 3, "total_charge": 1, "orbital_gap_ha": [0.196, 0.218], "species": ["C", "C", "O", "B", "O", "N", "C", "C", "C", "C", "O", "O", "C", "C", "C", "N", "C", "C", "C", "C", "H", "H", "H", "H", "H", "H", "H", "H", "H", "H", "H", "H", "H", "H", "C", "C", "C", "C", "C", "C", "N", "O", "C", "C", "C", "H", "H", "H", "H", "H", "H", "H", "H", "H", "H", "H", "H", "H", "H", "H", "H", "H", "H", "C", "C", "C", "C", "C", "C", "N", "O", "C", "C", "C", "H", "H", "H", "H", "H", "H", "H", "H", "H", "H", "H", "H", "H", "H", "H", "H", "H", "H"], "coordinates": [[2.817, -0.409, -2.744], [1.327, -1.043, -2.485], [0.367, -0.853, -3.584], [0.388, 0.523, -4.119], [1.295, 0.910, -5.257], [-0.527, 1.669, -3.625], [-0.398, 2.347, -2.277], [-1.414, 3.611, -1.871], [-2.573, 4.123, -2.964], [-3.592, 5.359, -2.568], [-3.422, 6.536, -3.177], [-4.602, 5.068, -1.520], [-4.920, 3.643, -1.703], [-5.829, 3.123, -3.004], [-6.091, 1.509, -3.108], [-5.650, 0.435, -2.156], [-4.834, 0.928, -0.995], [-4.419, 2.471, -0.635], [-2.656, 3.336, -4.420], [-1.586, 2.115, -4.654], [3.599, -1.000, -2.068], [2.874, 0.716, -2.353], [3.203, -0.519, -3.855], [0.902, -0.711, -1.420], [1.482, -2.223, -2.384], [1.257, 0.165, -5.927], [0.432, 2.015, -1.486], [-1.334, 4.189, -0.833], [-6.216, 3.931, -3.761], [-6.713, 1.147, -4.062], [-4.468, 0.099, -0.217], [-3.795, 2.697, 0.341], [-3.427, 3.627, -5.282], [-1.637, 1.566, -5.713], [9.690, -1.406, 0.631], [8.183, -1.447, 0.237], [7.751, -2.910, -0.059], [8.268, -3.444, -1.391], [7.922, -2.497, -2.535], [8.375, -1.037, -2.276], [7.946, -0.527, -0.931], [6.565, -0.267, -0.992], [9.918, -0.942, -2.414], [7.853, -0.139, -3.445], [7.444, -0.981, 1.535], [9.833, -1.442, 1.718], [10.256, -2.249, 0.227], [10.170, -0.476, 0.304], [6.654, -2.979, -0.067], [8.088, -3.573, 0.746], [9.351, -3.605, -1.345], [7.826, -4.427, -1.587], [8.377, -2.874, -3.460], [6.836, -2.531, -2.698], [10.278, 0.059, -2.149], [10.233, -1.133, -3.448], [10.457, -1.670, -1.808], [6.766, -0.194, -3.566], [8.280, -0.456, -4.404], [8.131, 0.911, -3.293], [7.714, 0.050, 1.794], [7.713, -1.617, 2.385], [6.353, -1.039, 1.448], [-8.314, -1.149, 3.883], [-6.824, -1.512, 3.611], [-6.245, -2.315, 4.810], [-5.968, -1.459, 6.041], [-5.110, -0.248, 5.690], [-5.687, 0.587, 4.517], [-6.046, -0.255, 3.327], [-4.848, -0.632, 2.693], [-6.932, 1.374, 5.007], [-4.665, 1.715, 4.160], [-6.892, -2.473, 2.378], [-9.004, -1.883, 3.449], [-8.552, -1.110, 4.949], [-8.587, -0.189, 3.430], [-5.304, -2.799, 4.512], [-6.928, -3.126, 5.085], [-6.907, -1.138, 6.505], [-5.451, -2.063, 6.796], [-4.999, 0.381, 6.582], [-4.099, -0.599, 5.440], [-7.415, 1.904, 4.179], [-6.651, 2.129, 5.752], [-7.680, 0.750, 5.496], [-3.674, 1.323, 3.908], [-4.514, 2.392, 5.010], [-5.021, 2.320, 3.318], [-7.297, -1.958, 1.498], [-7.542, -3.330, 2.588], [-5.916, -2.893, 2.112]]}



{"formula": "C3H7NO2", "method": "ωB97M-V/def2-TZVPD", "relative_energy_kj_mol": 516.3, "orbital_gap_ha": 0.361, "smiles": "C[C@H](N)C(=O)O", "species": ["C", "C", "C", "H", "H", "H", "H", "H", "H", "H", "N", "O", "O"], "coordinates": [[-1.193, -1.056, 0.089], [-0.255, 0.020, 0.167], [1.205, -0.455, -0.114], [-2.126, -0.581, 0.201], [-1.201, -1.376, -0.681], [-0.931, -1.742, 0.794], [-0.182, 0.545, 1.163], [0.647, 1.739, -0.883], [-1.255, 1.858, -0.375], [1.989, 1.056, 1.017], [-0.433, 1.163, -0.782], [2.343, 0.392, 0.108], [1.390, -1.564, -0.705]]}